Record 1
{
  "formula": "C17H24N3O4PS",
  "method": "ωB97M-V/def2-TZVPD",
  "spin_multiplicity": 1,
  "max_force_ev_per_a": 8.81,
  "homo_ha": -0.30773,
  "symbols": ["C", "C", "O", "C", "O", "C", "C", "C", "C", "C", "P", "O", "O", "C", "C", "C", "C", "N", "C", "N", "S", "N", "C", "C", "C", "C", "H", "H", "H", "H", "H", "H", "H", "H", "H", "H", "H", "H", "H", "H", "H", "H", "H", "H", "H", "H", "H", "H", "H", "H"],
  "coordinates": [[4.119, -1.575, 2.882], [4.058, -0.155, 2.019], [3.943, -0.355, 0.564], [4.131, 0.920, -0.176], [5.207, 1.717, 0.071], [3.074, 1.418, -1.359], [1.905, 2.408, -0.773], [0.404, 2.138, -1.448], [-0.374, 1.056, -0.472], [-0.498, -0.557, -0.886], [0.322, -1.130, -2.528], [1.333, -2.531, -2.310], [-0.937, -1.400, -3.719], [-1.325, -1.532, 0.140], [-1.510, -3.134, -0.268], [-3.002, -3.261, -0.946], [-3.813, -2.081, -1.743], [-3.605, -4.520, -0.860], [-2.038, -1.069, 1.555], [-2.806, -1.974, 2.505], [-3.252, -0.855, 3.807], [-2.608, 0.722, 3.286], [-1.908, 0.514, 1.961], [-1.110, 1.530, 0.952], [-1.055, 3.139, 1.396], [-2.079, 3.969, 0.369], [3.074, -2.133, 2.861], [4.942, -2.317, 2.492], [4.373, -1.383, 4.032], [4.986, 0.474, 2.359], [3.086, 0.422, 2.359], [2.669, 0.452, -1.904], [3.697, 2.011, -2.180], [1.782, 2.166, 0.370], [2.228, 3.546, -0.859], [-0.170, 3.162, -1.558], [0.610, 1.745, -2.531], [0.911, -3.355, -2.728], [-1.489, -0.562, -3.783], [-1.431, -3.723, 0.762], [-0.664, -3.541, -0.967], [-3.598, -2.119, -2.900], [-4.977, -2.272, -1.588], [-3.610, -0.992, -1.366], [-4.525, -4.398, -1.337], [0.037, 3.564, 1.328], [-1.541, 3.221, 2.460], [-2.465, 3.277, -0.524], [-2.981, 4.428, 0.996], [-1.437, 4.868, -0.077]]
}

Record 2
{
  "formula": "C17H24N4O9Se3TeW",
  "method": "ωB97M-V/def2-TZVPD",
  "spin_multiplicity": 1,
  "max_force_ev_per_a": 1.38,
  "homo_ha": -0.48699,
  "charge": 2,
  "symbols": ["W", "O", "C", "C", "N", "C", "C", "O", "O", "C", "C", "O", "O", "H", "H", "H", "H", "H", "H", "H", "H", "H", "Se", "Se", "Te", "Se", "N", "C", "C", "N", "C", "C", "H", "H", "H", "H", "H", "H", "H", "H", "H", "H", "H", "O", "C", "O", "C", "C", "C", "C", "C", "C", "N", "O", "O", "H", "H", "H", "H"],
  "coordinates": [[0.140, 0.700, 0.855], [1.992, 0.819, 2.075], [2.133, 1.743, 3.182], [0.721, 1.997, 3.678], [-0.166, 2.181, 2.498], [0.054, 3.558, 1.938], [0.574, 3.533, 0.513], [0.597, 4.481, -0.203], [1.041, 2.312, 0.160], [-1.626, 1.867, 2.761], [-2.145, 1.318, 1.415], [-1.482, 2.062, 0.464], [-1.594, 0.024, 1.090], [2.818, 0.537, 1.638], [2.728, 1.261, 3.955], [2.639, 2.640, 2.825], [0.359, 1.159, 4.265], [0.698, 2.896, 4.296], [-0.868, 4.130, 1.961], [0.790, 4.079, 2.550], [-1.689, 1.155, 3.578], [-2.167, 2.777, 3.016], [-4.080, 0.955, 1.433], [-3.835, -0.479, 3.293], [-2.134, -2.241, 2.733], [0.108, -1.050, 2.821], [-0.724, 1.083, -4.448], [-0.685, -0.292, -3.839], [0.019, -0.251, -2.492], [-0.596, 0.699, -1.550], [-0.620, 2.041, -2.167], [-1.354, 2.063, -3.494], [-1.238, 1.064, -5.332], [0.226, 1.390, -4.670], [-0.168, -0.958, -4.528], [-1.719, -0.622, -3.742], [1.070, 0.023, -2.603], [-0.014, -1.260, -2.092], [-1.554, 0.412, -1.343], [0.412, 2.379, -2.281], [-1.118, 2.739, -1.502], [-1.309, 3.055, -3.942], [-2.399, 1.768, -3.394], [3.225, -1.132, 0.811], [2.176, -1.458, 0.340], [1.290, -0.465, -0.079], [1.705, -2.819, 0.049], [2.607, -3.881, 0.148], [2.192, -5.168, -0.158], [0.890, -5.409, -0.582], [0.026, -4.333, -0.680], [0.397, -3.051, -0.347], [-1.346, -4.521, -1.201], [-1.931, -3.516, -1.574], [-1.779, -5.643, -1.242], [3.625, -3.687, 0.458], [2.888, -5.991, -0.082], [0.551, -6.401, -0.843], [-0.349, -2.273, -0.387]]
}

Record 3
{
  "formula": "C17H24NO2PS4",
  "method": "ωB97M-V/def2-TZVPD",
  "spin_multiplicity": 1,
  "max_force_ev_per_a": 4.69,
  "homo_ha": -0.28502,
  "symbols": ["C", "C", "C", "C", "C", "C", "C", "P", "S", "S", "C", "C", "C", "C", "C", "C", "N", "H", "H", "H", "H", "H", "H", "H", "H", "H", "H", "H", "H", "C", "S", "O", "C", "H", "H", "H", "H", "H", "H", "C", "S", "O", "C", "H", "H", "H", "H", "H", "H"],
  "coordinates": [[-1.906, 1.927, 0.332], [-1.166, 0.739, 1.128], [0.296, 0.400, 0.730], [1.092, -0.743, 1.454], [0.357, -1.577, 2.570], [-1.096, -1.267, 2.994], [-1.840, -0.084, 2.274], [-3.586, 0.287, 2.865], [-4.999, -0.675, 1.939], [1.405, -2.923, 3.335], [3.065, -2.067, 3.447], [3.992, -2.262, 4.665], [5.339, -1.508, 4.746], [5.698, -0.555, 3.579], [4.770, -0.378, 2.330], [3.396, -1.135, 2.220], [2.492, -0.979, 1.052], [-2.744, 1.537, -0.354], [-1.104, 2.433, -0.325], [-2.271, 2.705, 1.087], [0.874, 0.981, -0.078], [-1.595, -1.899, 3.815], [-3.593, 0.013, 4.289], [-3.742, 1.727, 2.764], [3.636, -2.978, 5.493], [6.025, -1.615, 5.645], [6.685, 0.018, 3.669], [5.108, 0.352, 1.515], [2.751, -0.126, 0.515], [-3.572, 3.914, -4.423], [-4.373, 3.851, -2.806], [-3.351, 3.387, -1.818], [-5.441, 2.445, -3.180], [-2.826, 4.709, -4.408], [-3.084, 2.962, -4.634], [-4.317, 4.133, -5.190], [-4.836, 1.583, -3.469], [-6.126, 2.711, -3.987], [-6.016, 2.200, -2.286], [0.628, -3.025, -2.979], [1.437, -1.437, -2.692], [0.649, -0.395, -3.418], [2.904, -1.793, -3.683], [-0.340, -3.015, -2.477], [0.480, -3.180, -4.049], [1.242, -3.827, -2.564], [2.615, -2.025, -4.709], [3.444, -2.635, -3.245], [3.546, -0.911, -3.678]]
}

Record 4
{
  "formula": "C17H24NO4",
  "method": "ωB97M-V/def2-TZVPD",
  "spin_multiplicity": 1,
  "max_force_ev_per_a": 0.95,
  "homo_ha": -0.40437,
  "charge": 1,
  "symbols": ["C", "H", "H", "H", "O", "C", "C", "C", "C", "C", "C", "C", "C", "C", "O", "O", "C", "C", "H", "H", "H", "H", "C", "N", "H", "C", "H", "H", "C", "O", "C", "H", "C", "H", "H", "H", "H", "H", "H", "H", "H", "H", "H", "H", "H", "H"],
  "coordinates": [[4.913, 2.273, 1.158], [5.649, 2.567, 0.406], [4.277, 3.125, 1.391], [5.423, 1.945, 2.068], [4.040, 1.275, 0.666], [4.539, 0.085, 0.280], [5.894, -0.235, 0.345], [6.355, -1.471, -0.062], [5.473, -2.428, -0.548], [4.134, -2.131, -0.620], [3.624, -0.883, -0.215], [2.215, -0.684, -0.339], [1.472, 0.411, -0.038], [0.059, 0.406, -0.257], [-0.584, -0.551, -0.717], [-0.527, 1.554, 0.118], [-1.857, 1.906, -0.286], [-1.983, 1.940, -1.807], [-2.961, 2.319, -2.091], [-1.231, 2.616, -2.207], [-1.823, 0.963, -2.257], [-1.949, 2.930, 0.096], [-2.947, 1.085, 0.432], [-3.012, -0.328, -0.008], [-2.001, -0.511, -0.443], [-4.053, -0.609, -1.024], [-4.016, 0.142, -1.811], [-3.835, -1.588, -1.456], [-5.449, -0.645, -0.393], [-5.511, -1.581, 0.652], [-4.583, -1.278, 1.662], [-4.695, -2.049, 2.425], [-3.159, -1.299, 1.102], [-2.429, -1.079, 1.881], [-2.953, -2.294, 0.700], [-4.809, -0.299, 2.110], [-6.180, -0.965, -1.137], [-5.738, 0.352, -0.026], [-3.905, 1.579, 0.267], [-2.729, 1.112, 1.502], [1.892, 1.317, 0.360], [1.670, -1.533, -0.739], [3.441, -2.868, -0.997], [5.837, -3.392, -0.865], [7.410, -1.689, 0.000], [6.603, 0.487, 0.718]]
}

Record 5
{
  "formula": "C17H25BeN",
  "method": "ωB97M-V/def2-TZVPD",
  "spin_multiplicity": 1,
  "max_force_ev_per_a": 5.42,
  "homo_ha": -0.27094,
  "relative_energy_ev": 0.000,
  "symbols": ["C", "C", "C", "H", "C", "H", "H", "H", "C", "H", "H", "C", "H", "H", "C", "H", "H", "C", "H", "H", "Be", "H", "C", "N", "C", "C", "C", "C", "C", "C", "C", "C", "H", "H", "H", "H", "H", "H", "H", "H", "H", "H", "H", "H"],
  "coordinates": [[1.493, 1.012, -0.205], [-0.973, 1.902, -0.876], [2.108, 0.509, -1.463], [2.104, 0.712, 0.650], [-0.853, 0.829, -1.790], [-1.919, 2.090, -0.350], [3.173, 0.817, -1.443], [-1.686, 0.129, -1.933], [1.534, 1.077, -2.772], [2.065, 0.588, -3.607], [1.803, 2.137, -2.839], [1.384, 2.544, -0.231], [2.212, 2.998, -0.803], [1.476, 2.953, 0.787], [0.031, 3.030, -0.808], [0.176, 3.476, -1.805], [-0.386, 3.824, -0.161], [0.022, 0.915, -3.012], [-0.321, 1.747, -3.657], [-0.129, 0.001, -3.602], [-0.233, 0.478, -0.165], [2.153, -0.588, -1.524], [2.402, -1.358, 1.714], [1.032, -1.424, 1.225], [0.840, -2.498, 0.247], [0.064, -1.462, 2.333], [-1.338, -1.188, 1.856], [-2.389, -1.802, 2.556], [-3.709, -1.654, 2.110], [-3.967, -0.875, 0.985], [-2.899, -0.229, 0.327], [-1.572, -0.365, 0.751], [3.074, -1.207, 0.862], [2.686, -2.264, 2.273], [2.474, -0.494, 2.381], [1.040, -3.495, 0.688], [-0.178, -2.484, -0.155], [1.540, -2.331, -0.588], [0.093, -2.448, 2.839], [0.366, -0.687, 3.062], [-2.136, -2.409, 3.430], [-4.518, -2.142, 2.652], [-4.987, -0.752, 0.602], [-3.153, 0.388, -0.542]]
}